Record 1
{"formula": "C9H7N3O3", "method": "ωB97M-V with the def2-TZVPD basis set", "symbols": ["C", "C", "C", "C", "C", "C", "C", "C", "C", "N", "N", "N", "O", "O", "O", "H", "H", "H", "H", "H", "H", "H"], "positions_angstrom": [[2.43265, -1.05245, -0.73486], [2.72842, 0.25611, -0.36452], [1.18752, -1.56961, -0.38654], [1.81236, 0.99819, 0.33058], [0.27385, -0.79772, 0.28551], [-1.65123, 1.15862, 1.04854], [-2.03303, -0.09249, 0.21212], [-1.93362, 0.11639, -1.22562], [-1.10421, -1.22505, 0.66028], [0.58391, 0.49102, 0.62265], [-1.92762, 0.60783, -2.27554], [-0.30034, 1.28733, 1.33039], [-2.47387, 1.92968, 1.47480], [-1.87768, 0.93076, -3.41369], [0.19679, 2.31224, 1.89182], [3.14366, -1.65467, -1.27415], [3.67752, 0.69935, -0.61808], [0.91873, -2.58397, -0.63723], [1.96566, 2.01215, 0.67039], [-3.07623, -0.31321, 0.46524], [-1.36193, -2.17309, 0.19033], [-1.18130, -1.33743, 1.74759]], "nbo_charge": [-0.165, -0.223, -0.216, 0.019, 0.222, 0.606, -0.371, 0.144, -0.430, -0.119, 0.232, 0.071, -0.533, -0.398, -0.595, 0.232, 0.240, 0.236, 0.282, 0.277, 0.240, 0.249], "total_energy_ev": -20053.158}

=====

Record 2
{"formula": "C9H7N3O3PtS", "method": "ωB97M-V with the def2-TZVPD basis set", "symbols": ["Pt", "N", "C", "S", "N", "N", "C", "C", "C", "C", "C", "C", "C", "O", "H", "H", "H", "H", "H", "H", "H", "O", "C", "O"], "positions_angstrom": [[-0.23803, 2.03776, -0.44106], [-4.14602, 2.00883, 1.54484], [-2.88832, 1.78263, 0.91351], [-2.05963, 3.18482, 0.26511], [-2.45492, 0.57890, 0.85894], [-1.24837, 0.42629, 0.20850], [-0.73129, -0.81749, 0.26661], [0.47964, -1.25345, -0.28442], [0.79574, -2.64676, -0.21013], [1.95885, -3.19052, -0.72190], [2.88710, -2.36213, -1.35126], [2.62001, -0.98865, -1.44390], [1.46037, -0.39214, -0.93496], [1.33842, 0.90518, -1.06066], [-4.55250, 2.86484, 1.19197], [-4.76422, 1.23012, 1.35584], [-1.35181, -1.54842, 0.78056], [0.06991, -3.29579, 0.27409], [2.13985, -4.25860, -0.63554], [3.80600, -2.76871, -1.76240], [3.32904, -0.31788, -1.91799], [1.77964, 3.05995, 2.14318], [1.08453, 2.16851, 2.05657], [0.68601, 3.59269, -1.09550]], "nbo_charge": [0.836, -0.846, 0.179, -0.292, -0.391, -0.443, -0.034, -0.218, -0.245, -0.299, -0.307, -0.367, 0.440, -0.770, 0.355, 0.356, 0.160, 0.171, 0.170, 0.169, 0.191, -0.555, 0.495, -0.757], "total_charge": -2, "spin_multiplicity": 3, "s_squared": 2.042, "total_energy_ev": -34139.051}

=====

Record 3
{"formula": "C9H7NO2", "method": "ωB97M-V with the def2-TZVPD basis set", "symbols": ["O", "C", "N", "C", "O", "C", "C", "C", "C", "C", "C", "C", "H", "H", "H", "H", "H", "H", "H"], "positions_angstrom": [[2.56364, -2.21330, 0.14474], [2.04141, -1.13340, 0.11827], [2.70660, 0.08030, 0.22284], [1.91264, 1.22640, 0.15481], [2.33406, 2.35296, 0.17969], [0.52523, 0.74167, 0.13362], [-0.69216, 1.10613, -0.55817], [-2.00695, 0.73347, 0.10633], [-1.88182, -0.74419, 0.49081], [-0.73247, -1.25756, -0.36188], [0.61187, -0.77434, -0.02072], [-0.15410, -0.17273, -1.29165], [3.71026, 0.13704, 0.31187], [-0.67600, 2.07641, -1.04553], [-2.81792, 0.88694, -0.60845], [-2.18307, 1.38102, 0.96602], [-1.67082, -0.86771, 1.55381], [-2.79056, -1.29677, 0.25881], [-0.79983, -2.26235, -0.75522]], "nbo_charge": [-0.512, 0.675, -0.637, 0.649, -0.513, 0.011, -0.246, -0.391, -0.420, -0.243, -0.074, -0.126, 0.431, 0.257, 0.218, 0.224, 0.219, 0.225, 0.252], "smiles": "O=C1NC(=O)[C@@]23[C@@H]4CC[C@@H]5[C@@]12[C@]543", "total_energy_ev": -15027.940}

=====

Record 4
{"formula": "C9H7NO3", "method": "ωB97M-V with the def2-TZVPD basis set", "symbols": ["O", "C", "C", "C", "C", "C", "C", "C", "C", "C", "N", "O", "O", "H", "H", "H", "H", "H", "H", "H"], "positions_angstrom": [[4.19618, 0.15267, -0.98706], [3.05203, 0.16239, -0.74068], [2.51698, -0.37993, 0.69986], [1.23304, -0.37401, 1.04474], [-0.00809, 0.36906, 0.48227], [-0.02922, 1.77314, 0.62442], [-1.11280, 2.59911, 0.18522], [-2.28068, 2.02107, -0.36673], [-2.29920, 0.56571, -0.51874], [-1.27155, -0.18890, -0.02766], [-1.33134, -1.65266, -0.13059], [-2.45489, -2.14918, -0.32768], [-0.42613, -2.38299, 0.21466], [2.16219, 0.49088, -1.45502], [3.28952, -0.88521, 1.33217], [1.19600, -0.80213, 2.03134], [0.71057, 2.23076, 1.19689], [-1.12147, 3.67963, 0.35836], [-3.18469, 2.43972, -0.76342], [-3.05708, 0.16514, -1.28168]], "nbo_charge": [-0.499, 0.429, -0.285, -0.168, -0.028, -0.200, -0.177, -0.203, -0.175, 0.029, 0.507, -0.388, -0.349, 0.106, 0.228, 0.229, 0.224, 0.228, 0.231, 0.262], "smiles": "O=C/C=C\\c1ccccc1[N+](=O)[O-]", "total_energy_ev": -17073.652}

=====

Record 5
{"formula": "C9H8Cl4O", "method": "ωB97M-V with the def2-TZVPD basis set", "symbols": ["C", "C", "C", "C", "C", "C", "C", "C", "C", "O", "Cl", "Cl", "Cl", "Cl", "H", "H", "H", "H", "H", "H", "H", "H"], "positions_angstrom": [[2.59982, -1.03224, 1.09013], [2.13224, -1.40083, -0.15023], [1.98889, -0.05543, 1.88572], [0.92525, -0.89998, -0.63639], [0.77744, 0.44872, 1.36102], [0.21025, -0.01455, 0.18102], [-0.99456, 1.02298, -1.83312], [-0.95336, 0.74785, -0.32778], [-2.23432, -0.69844, 0.00741], [-1.45820, 1.69017, 0.43281], [-3.68638, -0.37075, -0.96565], [-1.59636, -2.26041, -0.27816], [-2.72922, -0.65900, 1.70763], [-0.85843, 3.34842, 0.32203], [3.46340, -1.49489, 1.43500], [2.63545, -2.14236, -0.70105], [2.34097, 0.28223, 2.85900], [0.41845, -1.27782, -1.47162], [0.11463, 1.10758, 1.91545], [-2.11018, 1.39796, -2.17149], [-0.61944, 0.34531, -2.67008], [-0.36631, 1.91546, -1.99165]], "nbo_charge": [-0.196, -0.215, -0.205, -0.176, -0.184, -0.134, -0.708, 0.366, -0.180, -0.513, 0.011, 0.072, 0.016, 0.221, 0.207, 0.213, 0.224, 0.216, 0.224, 0.246, 0.253, 0.242], "total_energy_ev": -61596.032}

=====

Record 6
{"formula": "C9H8ClNO", "method": "ωB97M-V with the def2-TZVPD basis set", "symbols": ["C", "C", "C", "C", "C", "C", "C", "C", "H", "H", "H", "H", "H", "H", "H", "H", "O", "C", "N", "Cl"], "positions_angstrom": [[-1.09160, 1.12851, -1.74785], [-0.95694, 1.02632, -0.40099], [0.08772, 0.26074, 0.25292], [-0.04653, -0.38532, 1.47373], [0.95995, -1.24915, 1.89250], [2.12526, -1.35160, 1.07317], [2.33108, -0.53614, -0.04787], [1.25108, 0.22802, -0.48589], [-0.25721, 0.86967, -2.41354], [-1.73632, 1.72120, -2.37796], [-1.76489, 1.51828, 0.14152], [-1.02063, -0.13317, 2.01864], [0.76401, -2.01377, 2.58964], [2.91849, -1.97676, 1.41232], [3.27808, -0.60780, -0.70112], [1.40209, 1.02591, -1.22193], [-3.56766, 0.37148, 1.64867], [-3.69707, -0.30392, 0.74501], [-3.57503, -0.83394, -0.30665], [-4.33485, -1.72258, -1.42582]], "nbo_charge": [-0.386, -0.195, -0.091, -0.191, -0.214, -0.210, -0.207, -0.194, 0.180, 0.204, 0.210, 0.224, 0.217, 0.209, 0.220, 0.219, -0.493, 0.845, -0.602, 0.254], "smiles": "C=Cc1ccccc1.O=C=NCl", "total_energy_ev": -25519.401}